{"formula": "C4H14N", "method": "ωB97M-V/def2-TZVPD", "symbols": ["C", "N", "H", "H", "H", "H", "H", "H", "C", "C", "C", "H", "H", "H", "H", "H", "H", "H", "H"], "positions_angstrom": [[-2.410, 0.893, 0.501], [-1.075, 1.409, 0.042], [-2.228, 0.051, 1.162], [-2.935, 1.695, 1.006], [-2.965, 0.591, -0.385], [-0.477, 0.650, -0.305], [-0.528, 1.846, 0.788], [-1.166, 2.107, -0.698], [1.935, 0.257, -0.066], [1.148, -0.976, 0.405], [0.625, -1.826, -0.756], [2.933, -0.045, -0.385], [2.070, 0.988, 0.731], [1.485, 0.716, -0.955], [0.317, -0.691, 1.063], [1.788, -1.585, 1.042], [-0.064, -2.588, -0.402], [0.101, -1.201, -1.493], [1.446, -2.293, -1.294]], "homo_lumo_gap_ha": 0.43138, "e_tot_ev": -5858.4539, "fmax_ev_per_a": 0.48, "de_lowest_kcal_mol": 9.22, "total_charge": 1}